Run a
Below is 11 unconnected molecules or ions with the total composition C5H32N2O10, with properties calculated with ωB97M-V/def2-TZVPD.

Geometry as XYZ:
```
49
Properties=species:S:1:pos:R:3:lowdin_charge:R:1
C 1.2155 -1.5583 2.7593 -0.11
N -0.2268 -1.4136 2.2503 -0.07
C -0.2978 -0.3356 1.3026 -0.16
C -1.4009 -0.2490 0.5440 -0.19
C -1.3605 0.4384 -0.7188 -0.26
C -0.2856 -0.0698 -1.6891 -0.24
N -0.3295 0.5703 -3.0816 0.06
H 1.7298 -0.6098 2.7375 0.05
H 1.3471 -1.7106 3.8659 0.08
H 1.6814 -2.4020 2.2269 0.06
H -0.8836 -1.2467 3.0400 0.12
H 0.6306 0.3499 1.1518 0.13
H -2.4223 -0.7510 0.8871 0.14
H -1.0361 1.4690 -0.4414 0.09
H -2.4253 0.3961 -1.2617 0.13
H 0.5787 0.2177 -1.0601 0.06
H -0.2446 -1.1368 -1.6804 0.08
H -0.4297 -0.0489 -3.8180 0.03
H 0.4871 1.0577 -3.2788 0.01
O -3.1486 -1.4916 -2.0257 -0.08
H -3.5069 -0.8840 -1.3460 0.03
H -2.1710 -1.3160 -2.0177 0.02
O 3.5650 -0.9401 -0.2747 -0.12
H 2.8085 -1.6803 -0.3081 0.09
H 3.8784 -1.2045 0.6443 0.09
O -1.5894 2.5252 2.2790 -0.06
H -1.7411 2.1508 1.3635 0.03
H -1.7482 3.4261 2.1271 -0.01
O 1.4628 -2.8011 -1.3960 -0.10
H 1.1763 -3.4596 -2.1567 0.13
H 0.9474 -3.0801 -0.6298 0.02
O -3.4902 0.0547 2.6829 -0.15
H -2.9563 0.7974 3.2812 0.13
H -3.2290 0.5952 1.9081 -0.01
O 1.6645 4.0463 0.1545 -0.08
H 1.3203 4.2169 -0.7596 0.08
H 2.2162 3.2358 0.2313 0.03
O 2.1230 1.3050 -0.0806 -0.09
H 1.7650 1.4420 -0.9784 0.04
H 2.7603 0.6072 -0.2276 -0.02
O -1.0589 4.2691 0.5490 -0.11
H -1.0534 3.5183 -0.1334 0.06
H -0.0773 4.2475 0.6408 0.01
O -1.4955 -3.9654 -0.0100 0.00
H -2.3103 -3.9833 -0.5107 0.04
H -1.6132 -4.0423 0.8708 -0.03
O 2.7427 -0.1032 -2.7234 -0.02
H 3.4063 0.4957 -2.3518 0.05
H 3.0251 -0.9489 -2.5377 -0.02
```

SMILES: CN/C=C/CCN.O.O.O.O.O.O.O.O.O.O
Kohn-Sham gap (eV): 8.1
Charge: 0
LUMO energy (eV): 0.0

***

Run b
Below is 10 unconnected molecules or ions with the total composition C5H32N2O10, with properties calculated with ωB97M-V/def2-TZVPD.

Geometry as XYZ:
```
49
Properties=species:S:1:pos:R:3:lowdin_charge:R:1
C 0.7558 3.4895 -0.7926 -0.10
N 0.3172 2.3567 0.0424 -0.14
C 1.3223 1.5769 0.7142 -0.21
C 2.0629 0.5667 -0.1836 -0.35
N 3.0206 -0.2861 0.4431 0.09
C 1.0406 -0.2042 -1.0933 -0.33
C 1.6937 -1.0526 -2.1686 -0.01
O 0.3507 -1.2107 -0.3196 -0.09
H 0.5028 3.2325 -1.8469 0.08
H 0.2179 4.4224 -0.4921 0.08
H 1.8580 3.6254 -0.6957 0.08
H -0.3438 1.8086 -0.4365 0.04
H 0.6640 0.9383 1.4229 0.10
H 2.0292 2.3051 1.2745 0.16
H 2.5769 1.2241 -0.9375 0.14
H 2.9171 -1.2335 0.2086 0.05
H 3.2708 -0.2270 1.4087 0.05
H 0.1066 0.3823 -1.3274 0.11
H 1.5608 -2.0380 -1.6935 0.08
H 1.1561 -1.1779 -3.0862 0.08
H 2.7191 -0.8569 -2.4222 0.08
H 0.0146 -0.8720 0.5364 0.05
O -4.1917 0.3171 -1.9528 -0.07
H -3.6836 1.0959 -2.2722 0.02
H -4.1136 0.3554 -1.0164 -0.03
O 2.5312 0.3133 3.5813 -0.05
H 3.3604 -0.0633 3.8348 0.03
H 2.0406 -0.3425 3.0690 -0.01
O 1.2398 -2.4506 2.8961 -0.09
H 1.3042 -3.3885 2.6498 0.05
H 0.6690 -2.2856 2.0792 0.04
O -0.2095 -4.5009 -1.7504 -0.07
H -0.3748 -3.6926 -1.2632 0.00
H 0.5525 -4.8711 -1.2376 0.06
O -2.4480 -2.4406 -3.1111 -0.04
H -2.0542 -3.2497 -2.8237 -0.01
H -3.1064 -2.1244 -2.5025 0.01
O -0.8597 -0.9466 2.4906 -0.06
H -1.6504 -1.2526 2.9353 0.07
H -0.4011 -0.5832 3.2389 0.03
O -1.4061 1.5417 3.2681 -0.05
H -0.7607 1.7893 2.6100 0.01
H -1.1463 1.9757 4.0776 0.04
O -3.2488 1.4652 0.2328 -0.06
H -3.3465 2.4197 0.1628 0.06
H -3.7196 1.1929 1.0658 0.09
O -1.5393 1.2908 -2.9663 -0.06
H -1.0754 0.8245 -2.2835 -0.02
H -2.1762 0.8415 -3.5678 0.07
```

SMILES: CNC[C@@H](N)[C@@H](C)O.O.O.O.O.O.O.O.O.O
Kohn-Sham gap (eV): 8.5
Charge: 0
LUMO energy (eV): 0.0

***

Structures ranked by computed energy, the most stable listed first: run b, run a.

***

Run a
Below is a gas-phase ion, C8H12N3 (charge +1), with properties calculated with ωB97M-V/def2-TZVPD.

Geometry as XYZ:
```
23
Properties=species:S:1:pos:R:3:lowdin_charge:R:1
C 1.1975 1.3378 -0.8268 -0.06
C 0.9634 -0.4598 -2.0807 -0.09
C -0.1398 -0.4152 1.8751 0.00
C 0.7822 1.0091 0.3424 -0.05
C 0.4347 0.9005 -2.1150 -0.11
C -0.4704 -1.3342 -0.4141 -0.31
C -1.6945 -2.0200 -1.1231 0.05
C 0.4022 1.8791 2.5844 0.00
N 0.6526 -1.2178 -1.0690 0.11
N 0.4407 0.8443 1.5545 -0.10
N -0.6038 -1.3138 0.9290 0.11
H 2.2166 1.8690 -1.1417 0.17
H 1.8800 -0.8156 -2.4965 0.14
H -0.1585 -0.7600 2.8578 0.11
H -0.6478 0.9298 -1.9039 0.12
H 0.6423 1.4389 -3.1002 0.15
H -1.1720 -2.6642 -1.8405 0.10
H -2.2041 -1.1885 -1.4502 0.06
H -2.3246 -2.7110 -0.5739 0.09
H 0.6023 1.3863 3.5873 0.12
H 1.1082 2.6862 2.3940 0.10
H -0.4917 2.5298 2.8046 0.12
H -1.4156 -1.9108 1.2065 0.18
```

Kohn-Sham gap (alpha / beta) (eV): 6.8 / 6.8
Charge: +1
LUMO energy (alpha / beta) (eV): -4.3 / -4.3

***

Run b
Below is a gas-phase ion, C8H12N3 (charge +1), with properties calculated with ωB97M-V/def2-TZVPD.

Geometry as XYZ:
```
23
Properties=species:S:1:pos:R:3:lowdin_charge:R:1
C -1.2544 -2.3803 0.4253 -0.04
C 0.0062 -1.7298 -0.0200 -0.04
C 1.1099 -1.3054 -0.0813 -0.04
C 2.4279 -1.0165 -0.4934 -0.05
C 3.0541 0.1707 -0.5498 -0.07
C 2.4901 1.4487 -0.3738 -0.02
N 1.3135 1.5570 0.1735 0.13
C 0.5021 1.1713 1.0778 -0.20
N -0.7545 0.9169 0.9336 0.03
N -1.3292 0.8060 -0.3716 -0.08
C -2.7578 1.0701 -0.6475 -0.07
H -1.1474 -3.4016 0.4191 0.05
H -2.0153 -1.9958 -0.2136 0.06
H -1.4075 -2.0922 1.5461 0.13
H 3.0593 -1.8415 -0.8681 0.14
H 4.1127 -0.0057 -0.9700 0.15
H 2.9677 2.2776 -0.7410 0.11
H 0.8914 1.2042 2.1143 0.18
H -1.2575 0.5183 1.8094 0.22
H -0.6664 1.3923 -0.9581 0.15
H -3.0595 0.9043 -1.7046 0.10
H -3.2447 0.2264 -0.1383 0.08
H -3.0407 2.1050 -0.3681 0.09
```

SMILES: CC#C\C=C/C=N\C=[NH+]/NC
Kohn-Sham gap (eV): 7.9
Charge: +1
LUMO energy (eV): -4.8

***

Structures ranked by computed energy, the most stable listed first: run b, run a.

***

Run a
Below is C3H4O2S in the gas phase, with properties calculated with ωB97M-V/def2-TZVPD.

Geometry as XYZ:
```
10
Properties=species:S:1:pos:R:3:lowdin_charge:R:1
O -0.0429 -1.9223 0.6780 -0.04
C 0.1800 -0.6438 0.2234 -0.65
S 1.5916 0.2686 0.8210 0.61
C -0.9306 -0.0671 -0.6157 -0.35
C -0.8716 0.8996 -1.5725 -0.11
O -1.3959 1.2760 -0.2275 -0.03
H -0.7984 -2.2251 -0.0379 0.19
H -1.8388 -0.5934 -0.6329 0.13
H 0.0154 1.3738 -1.8684 0.09
H -1.6009 1.1858 -2.4124 0.15
```

SMILES: OC(=S)[C@@H]1CO1
Kohn-Sham gap (eV): 8.4
Charge: 0
LUMO energy (eV): -0.5

***

Run b
Below is a molecular structure, C3H4O2S, with properties calculated with ωB97M-V/def2-TZVPD.

Geometry as XYZ:
```
10
Properties=species:S:1:pos:R:3:lowdin_charge:R:1
C 2.0984 0.0830 -0.0707 -0.05
C 0.8863 0.5481 0.0017 -0.05
C -0.6609 -0.6805 -0.2047 -0.16
O -3.2505 -0.9130 -0.0315 -0.33
O -2.2828 1.3767 0.0469 -0.33
S -2.1171 -0.0450 0.1746 0.71
H 2.9382 0.7480 0.0850 0.06
H 2.3322 -0.9431 -0.2992 0.06
H 0.4921 1.5161 0.2254 0.05
H -0.4359 -1.6904 0.0724 0.03
```

Kohn-Sham gap (eV): 8.9
Charge: 0
LUMO energy (eV): -0.9

***

Structures ranked by computed energy, the most stable listed first: run a, run b.

***

Run a
Below is C3H4O2S in the gas phase, with properties calculated with ωB97M-V/def2-TZVPD.

Geometry as XYZ:
```
10
Properties=species:S:1:pos:R:3:lowdin_charge:R:1
C 0.4332 -0.5348 -1.1184 -0.08
C 0.1489 -0.0409 0.2025 -0.11
C -0.1589 0.3517 1.2996 -0.12
S 0.0342 1.1070 2.8588 0.60
O 0.6094 2.3964 2.6291 -0.36
O 0.6439 0.1869 3.7699 -0.36
H 0.6599 -1.5992 -1.0826 0.09
H -0.4131 -0.3626 -1.7806 0.09
H 1.3018 0.0015 -1.5049 0.09
H -1.5182 1.3855 3.4596 0.15
```

SMILES: CC#C[SH](=O)=O
Kohn-Sham gap (eV): 10.9
Charge: 0
LUMO energy (eV): 0.1

***

Run b
Below is C3H4O2S in the gas phase, with properties calculated with ωB97M-V/def2-TZVPD.

Geometry as XYZ:
```
10
Properties=species:S:1:pos:R:3:lowdin_charge:R:1
C -1.3790 -0.9385 0.0560 -0.03
C -1.1519 0.3389 -0.0691 -0.07
C 0.5236 1.1781 0.2437 -0.13
S 1.7077 0.0923 -0.1463 0.78
O 1.3560 -1.2838 0.1393 -0.35
O 3.1180 0.5002 -0.1038 -0.34
H -0.6062 -1.7065 0.3795 0.08
H -2.3322 -1.3436 -0.1479 0.05
H -1.8500 1.0284 -0.2246 0.02
H 0.6140 2.1345 -0.1267 0.01
```

SMILES: C=CC=S(=O)=O
Kohn-Sham gap (alpha / beta) (eV): 8.7 / 8.7
Charge: 0
LUMO energy (alpha / beta) (eV): -1.1 / -1.1

***

Structures ranked by computed energy, the most stable listed first: run a, run b.

***

Run a
Below is C3H4O2S in the gas phase, with properties calculated with ωB97M-V/def2-TZVPD.

Geometry as XYZ:
```
10
Properties=species:S:1:pos:R:3:lowdin_charge:R:1
O -2.2595 -0.2131 -0.0414 0.15
C -1.1157 -0.1429 -0.2486 -0.57
C -0.1069 -1.2706 -0.0202 -0.32
S 1.5231 -0.3854 -0.1735 0.85
C 0.8018 1.2022 0.0798 -0.50
O -0.6333 1.1513 -0.3438 -0.09
H -0.2492 -1.8203 0.8972 0.07
H 0.1394 -2.1093 -0.8970 0.14
H 1.3853 2.0791 -0.4781 0.13
H 0.5149 1.5090 1.2256 0.14
```

SMILES: O=C1CSCO1
Kohn-Sham gap (eV): 10.0
Charge: 0
LUMO energy (eV): 0.6

***

Run b
Below is a molecular structure, C3H4O2S, with properties calculated with ωB97M-V/def2-TZVPD.

Geometry as XYZ:
```
10
Properties=species:S:1:pos:R:3:lowdin_charge:R:1
C -1.2435 2.5302 -0.0095 -0.03
C -0.3736 1.7014 -0.1268 -0.09
C -0.1173 -1.5765 0.0053 -0.09
O 1.6318 -0.1428 1.1999 -0.32
O 1.7529 -0.0205 -1.3424 -0.32
S 1.0214 -0.1054 -0.1018 0.72
H -1.9505 3.2074 0.2307 -0.03
H 0.6895 -2.1500 -0.1455 0.00
H -0.4659 -1.7339 1.0143 0.07
H -0.9447 -1.7101 -0.7241 0.09
```

Kohn-Sham gap (eV): 9.8
Charge: 0
LUMO energy (eV): -0.7

***

Run c
Below is C3H4O2S in the gas phase, with properties calculated with ωB97M-V/def2-TZVPD.

Geometry as XYZ:
```
10
Properties=species:S:1:pos:R:3:lowdin_charge:R:1
O 0.9201 2.0998 0.0172 0.17
C 0.8771 0.9294 0.0467 -0.51
O 1.6442 -0.2060 -0.0854 0.01
C 0.4369 -1.1464 -0.1443 -0.10
C -0.3291 0.0607 0.4596 -0.74
S -1.8983 0.4172 -0.0324 0.73
H 0.1168 -1.3219 -1.1893 0.10
H 0.4812 -2.3022 0.4496 0.20
H -0.5969 -0.0893 1.5912 0.13
H -1.6520 1.5588 -1.1130 0.03
```

SMILES: O=C1OC[C@@H]1S
Kohn-Sham gap (eV): 9.8
Charge: 0
LUMO energy (eV): 0.4

***

Run d
Below is 2 unconnected molecules or ions with the total composition C3H4O2S, with properties calculated with ωB97M-V/def2-TZVPD.

Geometry as XYZ:
```
10
Properties=species:S:1:pos:R:3:lowdin_charge:R:1
O 4.8672 -1.0734 -0.5237 0.20
C 4.2191 -0.6678 0.3459 -0.47
O 3.6199 -0.2077 1.2054 0.20
C 0.8347 -1.4032 0.5443 -0.10
C 0.3362 -0.2556 0.1533 -0.56
S 1.2485 0.9815 -0.7943 0.71
H 0.1221 -2.0924 1.0714 0.07
H 1.7253 -1.9590 0.3733 0.04
H -0.6835 -0.1010 0.2602 0.03
H 2.3810 0.1964 -1.0371 -0.12
```

SMILES: O=C=O.C=CS
Kohn-Sham gap (eV): 9.4
Charge: 0
LUMO energy (eV): 0.5

***

Structures ranked by computed energy, the most stable listed first: run d, run a, run c, run b.

***

Run a
Below is 2 unconnected molecules or ions with the total composition F2H2NP, with properties calculated with ωB97M-V/def2-TZVPD.

Geometry as XYZ:
```
6
Properties=species:S:1:pos:R:3:lowdin_charge:R:1
N 0.5358 -0.0478 -0.7727 -0.13
F -0.8731 1.3021 1.3132 -0.58
F -0.5951 -1.2995 0.8764 -0.29
P -1.0313 -0.3227 -0.2654 0.99
H 0.8553 0.7483 -1.1062 -0.02
H 1.1084 -0.3805 -0.0452 0.03
```

Kohn-Sham gap (eV): 10.1
Charge: 0
LUMO energy (eV): -0.7

***

Run b
Below is 2 unconnected molecules or ions with the total composition F2H2NP, with properties calculated with ωB97M-V/def2-TZVPD.

Geometry as XYZ:
```
6
Properties=species:S:1:pos:R:3:lowdin_charge:R:1
H -0.5862 -0.4023 -0.8072 0.00
N -0.0261 0.2579 -0.2925 -0.31
P -0.5885 1.5398 0.3230 0.83
F -2.2304 1.5142 0.0521 -0.41
F 2.0060 -1.7887 0.5269 -0.12
H 1.4252 -1.1209 0.1977 0.01
```

SMILES: [H]/N=P\F.F
Kohn-Sham gap (eV): 11.5
Charge: 0
LUMO energy (eV): -0.8

***

Structures ranked by computed energy, the most stable listed first: run b, run a.